C20H56Fe2N2O17P | ωB97M-V/def2-TZVPD

Positions of all 98 atoms, in Å:
1 Fe 1.4755 -1.2955 -0.9027
2 Fe 1.6658 2.1111 -0.6109
3 P -0.2718 0.4879 -0.1443
4 O -0.1339 -0.3762 -1.4219
5 O -1.2036 -0.0813 0.9012
6 O -0.2505 2.0239 -0.2401
7 O 1.2102 0.2852 0.2771
8 C 2.8287 3.9147 3.3410
9 C 3.1900 3.2576 2.0089
10 C 3.9819 1.9880 2.2645
11 O 5.3138 2.3415 2.5790
12 C 6.1864 1.2748 2.9281
13 N 1.9179 2.9244 1.3369
14 H 3.7556 4.3625 3.7086
15 H 2.3625 3.1871 4.0028
16 H 2.3618 4.9011 3.2939
17 H 3.7379 3.9691 1.3911
18 H 3.9442 1.2599 1.4477
19 H 3.5635 1.4819 3.1402
20 H 7.2285 1.5773 2.9960
21 H 6.0669 0.4924 2.1756
22 H 5.7446 0.9852 3.8839
23 H 1.3865 3.6828 1.7551
24 H 1.5240 2.1397 1.8495
25 C -4.0097 0.5507 2.6690
26 C -4.3878 0.6799 1.2027
27 O -3.7616 -0.1585 0.2791
28 O -2.7276 0.9897 3.0552
29 H -4.0838 -0.5012 2.9665
30 H -4.6633 1.0135 3.4096
31 H -4.2402 1.7438 0.9940
32 H -5.4743 0.6136 1.1301
33 H -2.7946 -0.0872 0.3563
34 H -2.1090 0.6429 2.4065
35 C -1.2204 2.6246 -3.7215
36 C -1.5520 3.9096 -3.0428
37 O -1.3330 4.9823 -3.9104
38 O -2.0981 2.4962 -4.8262
39 H -1.2407 1.8197 -2.9818
40 H -0.2023 2.6345 -4.1139
41 H -0.9290 4.1449 -2.1738
42 H -2.5770 4.0245 -2.6795
43 H -0.9804 5.7159 -3.4033
44 H -2.9567 2.2905 -4.4438
45 C -3.4566 -1.9859 -2.5560
46 C -2.8088 -0.8802 -3.2885
47 O -1.4792 -1.3391 -3.4860
48 O -4.8036 -1.6444 -2.2159
49 H -2.8957 -2.3513 -1.6909
50 H -3.5615 -2.8742 -3.1810
51 H -3.0047 0.0560 -2.7599
52 H -3.4442 -0.8129 -4.1734
53 H -0.9519 -0.9682 -2.7587
54 H -4.7908 -1.0366 -1.4693
55 C -0.2085 -2.0662 3.2137
56 C 0.0965 -3.0345 2.0564
57 O 0.1952 -2.2676 0.8413
58 O 0.5812 -0.8317 3.1323
59 H -0.0271 -2.5761 4.1583
60 H -1.2763 -1.8527 3.1483
61 H -0.6496 -3.8299 2.0269
62 H 1.0248 -3.5424 2.3248
63 H -0.4414 -1.5490 0.9715
64 H 0.2339 -0.2283 2.4735
65 C -2.5768 4.1419 0.9630
66 C -3.0862 4.5234 2.3551
67 O -3.3395 5.9269 2.5137
68 O -1.1701 4.3712 0.9233
69 H -3.1573 4.6901 0.2197
70 H -2.6363 3.0597 0.8434
71 H -2.3943 4.1559 3.1145
72 H -4.0344 4.0143 2.5331
73 H -2.6198 6.4391 2.1350
74 H -0.9037 3.4640 0.7448
75 C 3.5819 -1.8982 1.4879
76 O 2.8382 -2.2016 0.3288
77 C 3.5063 -3.2741 -0.3790
78 C 2.3319 -3.9411 -0.9906
79 N 1.6354 -3.1280 -2.0175
80 C 0.2950 -3.6451 -2.3527
81 C 0.2942 -5.2084 -2.5095
82 O 1.2576 -5.7285 -3.4114
83 C 0.6955 -6.1232 -4.6234
84 H 3.0226 -1.1665 2.0712
85 H 4.6062 -1.5595 1.3239
86 H 3.6279 -2.8032 2.0960
87 H 3.9441 -4.0501 0.2487
88 H 4.2008 -2.7291 -1.0188
89 H 1.6122 -4.3100 -0.2591
90 H 2.6377 -4.9154 -1.3814
91 H 2.2064 -3.1938 -2.8510
92 H 0.0620 -3.1291 -3.2840
93 H -0.4592 -3.3761 -1.6133
94 H -0.7537 -5.3996 -2.7444
95 H 0.6161 -5.6605 -1.5721
96 H 1.4519 -6.3886 -5.3605
97 H 0.0538 -5.4046 -5.1388
98 H 0.0776 -6.9624 -4.2951

Expectation value of S²: 20.020
Spin multiplicity: 9
E_tot: -137491.2895 eV
Total charge: +1
HOMO level (alpha / beta): -11.408 / -11.408 eV